[1]
The following is a quantum chemistry calculation of 2 unconnected molecules or ions with the total composition C2H10NS2 at a distorted geometry, from the Open Molecules 2025 dataset.

```
! RIJCOSX wB97M-V def2-TZVPD def2/J DEFGRID3
* xyz 1 1
C -2.396 0.297 -0.325
N -1.579 0.196 0.868
H -3.456 0.411 -0.107
H -2.143 -0.593 -0.890
H -2.306 1.285 -0.849
H -1.790 0.941 1.529
H -1.780 -0.707 1.290
H -0.546 0.272 0.581
C 2.421 -0.996 -0.971
S 1.277 0.302 -0.556
S 1.712 0.564 1.497
H 2.358 -1.921 -0.383
H 2.265 -1.145 -2.065
H 3.575 -0.642 -0.980
H 2.387 1.736 1.361
*
```

highest occupied orbital energy	-13.27	eV
energy relative to the best compared isomer or geometry (same formula, charge and spin)	73.1	kJ/mol
E_tot	-25389.75655	eV
maximum force	3.5	eV/Å



[2]
The following is a quantum chemistry calculation of 2 unconnected molecules or ions with the total composition C2H10NS2 at a distorted geometry, from the Open Molecules 2025 dataset.

```
! RIJCOSX wB97M-V def2-TZVPD def2/J DEFGRID3
* xyz 1 1
C -2.661 -1.403 0.626
N -1.535 -1.167 1.752
H -3.456 -2.033 0.957
H -3.086 -0.422 0.358
H -2.137 -1.850 -0.275
H -1.342 -2.200 2.009
H -1.508 -0.576 2.624
H -0.522 -1.091 1.414
C 2.589 0.024 -0.857
S 0.835 -0.318 -0.444
S 0.121 1.741 -0.512
H 2.715 0.260 -1.933
H 3.198 -0.901 -0.646
H 3.042 0.897 -0.333
H -1.028 1.588 0.243
*
```

highest occupied orbital energy	-12.12	eV
energy relative to the best compared isomer or geometry (same formula, charge and spin)	162.1	kJ/mol
E_tot	-25388.83442	eV
maximum force	4.3	eV/Å



[3]
The following is a quantum chemistry calculation of 2 unconnected molecules or ions with the total composition C2H10NS2 at a distorted geometry, from the Open Molecules 2025 dataset.

```
! RIJCOSX wB97M-V def2-TZVPD def2/J DEFGRID3
* xyz 1 1
C 0.910 0.047 0.474
C 0.481 1.379 -0.219
S 1.942 2.138 -0.989
N -0.229 -0.561 1.241
H 1.736 0.241 1.229
H 1.167 -0.674 -0.280
H 0.152 2.078 0.575
H -0.321 1.216 -0.960
H 2.042 1.302 -2.019
H 0.060 -1.245 1.928
H -0.880 -1.050 0.580
H -0.795 0.104 1.727
S -2.574 -1.321 -0.861
H -2.244 -2.649 -0.899
H -1.448 -1.005 -1.527
*
```

highest occupied orbital energy	-13.08	eV
energy relative to the best compared isomer or geometry (same formula, charge and spin)	60.4	kJ/mol
E_tot	-25389.88894	eV
maximum force	1.7	eV/Å



[4]
The following is a quantum chemistry calculation of 3 unconnected molecules or ions with the total composition C2H10O2S at a distorted geometry, from the Open Molecules 2025 dataset.

```
! RIJCOSX wB97M-V def2-TZVPD def2/J DEFGRID3
* xyz 0 1
C 0.164 -1.920 0.991
C -0.667 -2.690 -0.040
S -2.451 -2.875 0.154
H -0.568 -1.713 1.806
H 0.948 -2.528 1.469
H 0.333 -0.934 0.558
H -0.398 -3.739 0.171
H -0.296 -2.465 -1.039
H -2.222 -3.770 1.163
O 0.147 2.494 -0.313
H 0.589 2.378 -1.155
H 0.222 1.686 0.201
O 4.247 6.589 -0.912
H 4.925 5.919 -1.107
H 3.614 5.998 -0.481
*
```

highest occupied orbital energy	-9.18	eV
energy relative to the best compared isomer or geometry (same formula, charge and spin)	101.2	kJ/mol
structure (SMILES)	CCS.O.O
E_tot	-17165.44445	eV
maximum force	2.9	eV/Å



[5]
The following is a quantum chemistry calculation of 3 unconnected molecules or ions with the total composition C2H10O2S at a distorted geometry, from the Open Molecules 2025 dataset.

```
! RIJCOSX wB97M-V def2-TZVPD def2/J DEFGRID3
* xyz 0 1
C 2.877 -2.073 -1.486
C 1.730 -1.874 -0.674
S 0.838 -0.220 -0.680
H 2.882 -3.048 -1.988
H 3.743 -1.985 -0.790
H 3.005 -1.328 -2.226
H 0.868 -2.554 -0.674
H 1.923 -1.790 0.319
H 1.930 0.638 -0.715
O -4.035 3.360 1.246
H -4.976 3.725 1.342
H -3.665 3.700 2.093
O -2.381 0.902 1.761
H -3.150 1.374 1.301
H -1.590 1.173 1.172
*
```

highest occupied orbital energy	-8.91	eV
energy relative to the best compared isomer or geometry (same formula, charge and spin)	111.1	kJ/mol
structure (SMILES)	CCS.O.O
E_tot	-17165.34266	eV
maximum force	4.8	eV/Å



[6]
The following is a quantum chemistry calculation of 4 unconnected molecules or ions with the total composition C2H10O2S2 at a distorted geometry, from the Open Molecules 2025 dataset.

```
! RIJCOSX wB97M-V def2-TZVPD def2/J DEFGRID3
* xyz 1 2
C 1.174 -0.304 -2.185
S 1.749 0.738 -0.843
S -2.037 -1.155 -0.582
C -1.149 -0.982 0.944
H 0.152 -0.826 -2.080
H 0.763 0.387 -2.971
H 1.832 -0.988 -2.775
H -0.079 -1.254 0.981
H -1.196 -0.014 1.427
H -1.541 -1.389 1.887
H -0.454 1.627 -0.086
H -1.907 1.403 -0.309
O -1.313 1.952 0.297
H 1.427 0.515 2.856
H 1.464 0.327 1.299
O 1.114 -0.035 2.142
*
```

<S²>	0.759
highest occupied orbital energy (spin up / spin down)	-14.11 / -13.95	eV
energy relative to the best compared isomer or geometry (same formula, charge and spin)	574.2	kJ/mol
E_tot	-27987.78187	eV
maximum force	3.1	eV/Å



[7]
The following is a quantum chemistry calculation of 4 unconnected molecules or ions with the total composition C2H10O3 at a distorted geometry, from the Open Molecules 2025 dataset.

```
! RIJCOSX wB97M-V def2-TZVPD def2/J DEFGRID3
* xyz 0 1
C -2.981 -0.515 0.351
C -2.231 0.283 1.144
H -2.601 -1.467 -0.157
H -4.085 -0.395 0.101
H -1.323 0.084 1.692
H -2.464 1.316 1.111
O 1.909 -0.175 -0.484
H 1.908 0.647 -0.082
H 2.380 -0.049 -1.268
O 0.867 -2.637 -1.294
H 1.191 -1.834 -0.706
H -0.119 -2.498 -1.459
O 1.440 2.764 0.486
H 1.911 2.597 1.333
H 0.747 3.367 0.801
*
```

highest occupied orbital energy	-9.64	eV
energy relative to the best compared isomer or geometry (same formula, charge and spin)	170.7	kJ/mol
structure (SMILES)	C=C.O.O.O
E_tot	-8376.78305	eV
maximum force	3.0	eV/Å



[8]
The following is a quantum chemistry calculation of 3 unconnected molecules or ions with the total composition C2H10O3, from the Open Molecules 2025 dataset.

```
! RIJCOSX wB97M-V def2-TZVPD def2/J DEFGRID3
* xyz 0 1
C 0.534 -1.401 0.915
C -0.084 -1.069 -0.420
O -1.199 -1.903 -0.735
H 0.978 -2.401 0.855
H 1.372 -0.720 1.102
H -0.131 -1.384 1.766
H 0.670 -1.191 -1.191
H -0.373 -0.022 -0.505
H -2.013 -1.418 -0.577
O -2.826 0.929 -0.831
H -2.111 0.790 -1.461
H -3.410 1.554 -1.267
O 3.543 2.691 0.966
H 2.604 2.818 0.804
H 3.623 2.727 1.928
*
```

highest occupied orbital energy	-10.33	eV
energy relative to the best compared isomer or geometry (same formula, charge and spin)	30.2	kJ/mol
structure (SMILES)	CCO.O.O
E_tot	-8378.23948	eV
maximum force	0.9	eV/Å



Q: energy relative to the best compared isomer or geometry (same formula, charge and spin) of number 1 (C2H10NS2)?
A: 73.1 kJ/mol